Record 1
Entry from OMol25: 4 unconnected molecules or ions with the total composition C41H84F9N4O15PS3 (ωB97M-V/def2-TZVPD).

ORCA input file:
```
! RIJCOSX wB97M-V def2-TZVPD def2/J DEFGRID3
* xyz 0 1
S 5.21 2.03 -0.21
S -1.11 -1.93 2.59
S 6.00 0.82 3.16
P 3.59 2.30 0.76
F 2.81 -5.30 -0.68
F 2.44 -3.03 0.41
F -0.78 -3.38 -0.86
F 0.66 -3.79 2.15
F 1.11 -5.14 -1.94
F 0.86 -5.57 0.13
F 0.08 -1.52 -0.17
F 1.77 -2.73 -1.62
F -1.33 -4.13 1.36
O -0.55 5.48 -3.11
O 2.48 3.03 -0.13
O 3.84 -0.14 1.86
O -1.93 -1.07 1.78
O -5.73 -0.64 -0.29
O 1.24 -0.69 2.41
O 5.73 7.98 1.82
O -7.73 -4.78 0.38
O 4.29 0.40 7.76
O 1.51 -10.91 -6.32
O 3.72 3.21 2.09
O 0.35 -10.35 -1.87
O -4.60 6.82 -4.88
O 3.22 -0.25 5.89
O -1.72 -2.70 3.65
N 0.90 -8.65 -4.47
N -2.22 8.10 -3.61
N 0.77 -1.71 4.47
N -5.22 -3.71 -0.83
C 0.55 -11.43 -2.76
C -4.30 -2.58 -0.84
C 0.26 -0.95 3.36
C -6.46 -5.41 0.43
C 0.95 6.78 1.39
C 0.85 -8.25 -3.07
C -2.56 8.13 -5.03
C 2.14 -9.64 -6.34
C -4.06 8.09 -5.24
C 1.24 -9.27 -2.00
C 0.33 1.43 1.57
C 3.36 0.52 7.00
C 1.50 -3.35 -0.47
C 3.35 7.59 1.95
C 0.14 5.77 0.54
C 4.40 -0.98 5.45
C 4.32 0.11 3.16
C 1.57 -4.88 -0.75
C 0.24 -10.96 -6.93
C -5.41 6.83 -3.72
C 2.26 1.54 7.10
C 2.36 7.11 0.86
C 2.63 2.79 6.28
C 2.83 0.69 1.33
C -1.72 4.87 -3.61
C 1.55 0.71 2.20
C -0.37 2.47 2.47
C 7.04 7.49 2.02
C -8.43 -4.95 -0.84
C 0.10 -2.84 0.00
C -5.34 -4.39 0.45
C 0.08 3.95 2.43
C 2.21 -9.03 -4.96
C -0.12 6.65 -3.78
C -0.35 -3.24 1.47
C 4.24 -1.20 3.96
C -0.68 4.77 1.36
C 4.75 6.96 1.88
C -0.81 7.93 -3.32
C -6.97 -1.13 0.17
C -4.59 -1.39 0.07
H 1.17 4.06 2.31
H -9.44 -4.58 -0.69
H -1.45 5.36 1.87
H -4.40 -4.92 0.65
H -4.66 -1.69 1.13
H 1.74 1.16 3.19
H 0.56 1.83 0.58
H 2.91 7.39 2.93
H -6.42 -5.98 1.36
H -0.33 2.12 3.51
H 5.06 -1.85 3.62
H -6.87 -1.61 1.15
H -0.05 -12.01 -7.00
H 1.61 -11.56 -2.99
H 1.52 -1.18 4.91
H -7.43 -1.84 -0.52
H 2.54 0.24 0.37
H 0.95 6.76 -3.55
H -0.29 -0.04 3.64
H -2.13 7.29 -5.59
H 3.50 8.67 1.87
H -6.34 -6.11 -0.40
H -0.19 6.51 -4.87
H 3.16 -9.78 -6.71
H 6.51 -0.06 2.30
H -0.58 6.34 -0.07
H 1.01 6.46 2.43
H 1.34 1.11 6.69
H -0.18 -7.94 -2.85
H 7.20 7.22 3.08
H 1.62 -8.97 -7.03
H -3.75 -0.71 0.00
H -4.26 8.24 -6.31
H 3.30 -1.72 3.72
H 2.72 -9.76 -4.30
H -5.52 -3.71 1.29
H 1.23 -8.75 -1.04
H 2.28 7.87 0.08
H 3.05 3.02 2.77
H -0.41 0.64 1.38
H -0.26 8.78 -3.75
H 4.94 6.32 2.76
H -3.30 -2.96 -0.59
H -2.17 9.05 -5.47
H -1.43 2.47 2.19
H 1.72 3.39 0.35
H -5.90 5.86 -3.66
H -0.14 4.36 3.42
H 7.23 6.61 1.40
H 0.38 7.72 1.40
H -4.55 8.89 -4.68
H -2.75 7.36 -3.16
H 2.11 1.79 8.15
H 2.27 -9.64 -2.14
H 5.29 -0.40 5.69
H 0.04 -1.83 5.17
H -0.53 -10.43 -6.35
H -1.79 4.99 -4.70
H -7.97 -4.39 -1.67
H 2.78 6.22 0.37
H 4.46 -1.93 5.99
H -1.21 4.10 0.69
H 0.26 -9.43 -4.61
H 3.74 0.89 3.66
H 0.19 -12.33 -2.27
H 0.00 -11.31 -3.70
H 0.26 -10.53 -7.94
H 3.58 3.21 6.61
H 0.79 5.27 -0.20
H 4.84 6.31 0.99
H -7.65 -0.28 0.27
H 1.86 3.56 6.40
H -0.69 7.99 -2.24
H -4.26 -2.20 -1.86
H -4.84 6.99 -2.81
H 2.71 2.54 5.21
H -8.48 -6.01 -1.13
H -2.63 5.27 -3.15
H 1.48 -7.37 -2.95
H 2.84 -8.14 -5.00
H -1.66 3.81 -3.38
H 7.74 8.28 1.75
H -6.14 -3.39 -1.12
H -6.18 7.61 -3.79
*
```

- LUMO energy (eV) = -0.01
- HOMO level (eV) = -8.47
- SMILES string = CCC(=O)OCC[C@@H](S)O[C@@H]([C@@H](CCCCCCCCCOC)O[C@H](N)S(=O)(=O)C(F)(F)C(F)(F)C(F)(F)C(F)(F)F)P(O)(O)=S.COCCNCCOC.COCCNCCOC.COCCNCCOC
- Kohn-Sham gap (Ha) = 0.311
- max |F| (eV/A) = 1.209
- energy (eV) = -146800.146

Mulliken population analysis, charges in e, atoms 1 to 99: -0.419 1.238 -0.139 0.958 -0.282 -0.211 -0.289 -0.256 -0.285 -0.235 -0.193 -0.323 -0.250 -0.331 -0.403 -0.250 -0.509 -0.497 0.330 -0.410 -0.353 -0.585 -0.352 -0.425 -0.435 -0.346 -0.371 -0.737 -0.232 -0.273 -0.383 -0.323 -0.512 -0.490 -0.573 -0.865 -0.900 -0.543 -0.215 -0.789 -0.784 -0.533 -0.323 0.466 0.705 -0.684 -0.102 -1.030 1.822 0.500 -0.698 -0.698 -0.315 -0.732 -0.902 -0.920 -0.626 1.033 -1.486 -0.728 -0.704 0.678 -0.004 0.015 -0.239 -0.599 0.571 0.158 -1.491 -0.317 -0.732 -0.560 -0.152 -0.089 0.239 0.352 0.236 0.284 -0.383 1.291 0.329 0.379 0.504 0.356 0.257 0.239 0.265 -0.019 0.192 0.271 0.384 0.218 0.179 0.433 0.421 0.391 0.388 0.143 0.014



Record 2
Entry from OMol25: 8 unconnected molecules or ions with the total composition C45H99ClN11O11S (ωB97M-V/def2-TZVPD).

ORCA input file:
```
! RIJCOSX wB97M-V def2-TZVPD def2/J DEFGRID3
* xyz 1 1
Cl -1.98 0.37 -2.20
S 3.34 -0.39 4.41
O 7.35 -5.08 -2.48
O -8.44 -1.49 3.58
O -2.08 3.44 -4.62
O 6.53 -5.12 2.86
O 1.71 0.72 0.21
O 2.93 3.89 -3.74
O 4.76 -0.60 3.71
O 3.44 0.65 5.39
O 2.85 -1.70 4.79
O -8.37 5.88 0.73
O -7.44 3.12 -4.23
N -7.04 4.57 -2.53
N 1.78 5.76 -4.30
N 0.13 -2.87 1.35
N 7.87 -4.23 4.46
N 2.26 -2.96 2.23
N -9.82 5.46 2.42
N -6.78 -0.70 4.89
N 1.94 -1.59 0.34
N -4.02 2.76 -5.55
N -1.56 -1.74 2.60
N 6.76 -6.56 -4.08
C 6.06 -2.13 -0.80
C -0.22 0.79 -1.85
C -3.67 -0.65 1.83
C 3.52 2.25 -0.20
C 8.44 -4.32 5.79
C 0.74 -5.17 0.43
C -0.84 -1.75 1.32
C -4.27 1.89 -4.40
C -7.03 4.19 -3.81
C 4.95 2.33 -0.73
C -6.78 -1.89 5.72
C -9.49 5.92 1.20
C -7.58 3.65 -1.54
C 7.06 -5.18 3.96
C -11.17 5.53 2.93
C 6.82 -2.74 0.39
C 0.52 5.03 -4.26
C 2.57 -2.34 -0.79
C 0.47 -0.54 -1.45
C 1.79 7.17 -4.62
C 8.16 -3.07 3.63
C 0.38 1.41 -3.10
C -5.85 0.37 5.19
C 7.37 -5.45 -3.64
C 6.01 1.86 0.29
C -5.00 2.82 -6.61
C 6.81 -6.96 -5.47
C 0.99 -0.48 0.00
C 0.94 -0.06 3.27
C -3.01 -1.88 2.44
C 2.96 0.86 -0.44
C 2.43 0.15 3.00
C 6.03 -7.38 -3.13
C -2.88 3.46 -5.55
C -8.77 4.87 3.24
C -0.20 -3.96 0.39
C -0.21 -0.38 0.96
C 0.00 0.52 2.20
C 4.97 -3.09 -1.31
C 2.90 5.07 -4.03
C -7.65 -0.62 3.87
C 1.46 -2.47 1.30
C 3.79 -3.17 -0.33
C -6.53 5.85 -2.09
C -5.01 -0.99 1.14
H 5.80 -7.01 -5.90
H 5.00 1.67 -1.61
H -5.22 1.38 -4.52
H -3.27 -2.75 1.81
H 7.71 -2.15 0.61
H -6.57 -2.78 5.11
H -0.28 1.48 -1.02
H 2.89 2.94 -0.78
H 0.53 4.22 -4.98
H 1.92 -3.05 3.18
H -7.52 4.10 -0.56
H -7.57 0.32 3.30
H -1.00 0.12 0.38
H 1.30 -5.20 1.36
H 6.69 -7.73 -2.34
H 0.75 0.63 -3.77
H 6.20 -2.71 1.29
H -3.47 1.16 -4.32
H 9.53 -4.32 5.74
H -5.71 5.72 -1.38
H 7.39 -6.24 -6.04
H -1.59 -1.99 0.55
H -11.20 6.12 3.85
H 0.72 0.42 4.23
H 3.82 5.69 -4.09
H -6.60 4.96 -4.49
H -2.74 4.08 -6.44
H 4.65 -2.77 -2.30
H 3.18 -3.32 2.04
H -5.98 1.18 4.47
H 5.44 -4.07 -1.39
H 8.12 -5.25 6.26
H 3.47 2.50 0.87
H 0.26 1.54 1.93
H 4.13 -2.68 0.58
H -0.31 5.69 -4.47
H 1.19 2.11 -2.87
H -3.45 -2.08 3.43
H -7.76 -2.03 6.18
H 1.37 7.34 -5.61
H -0.98 0.59 2.67
H 8.66 -3.37 2.71
H -1.22 -2.51 3.15
H -0.27 -3.53 -0.61
H 7.27 -7.94 -5.57
H 8.12 -3.48 6.41
H 1.85 -2.93 -1.36
H 6.72 -1.81 -1.60
H 6.55 0.98 -0.07
H 7.09 -3.77 0.16
H -0.39 1.94 -3.66
H -0.26 -1.35 -1.52
H 2.98 -1.60 -1.48
H -4.81 0.02 5.12
H -9.20 4.55 4.18
H 6.90 -6.03 4.65
H 7.90 -4.89 -4.43
H 8.79 -2.38 4.19
H 0.39 4.60 -3.27
H 2.63 1.22 2.86
H 3.52 -4.21 -0.13
H -4.68 3.50 -7.40
H 5.55 -1.23 -0.41
H -5.70 -0.15 1.20
H 3.68 0.12 -0.05
H 1.20 7.73 -3.89
H -1.21 -4.27 0.66
H -6.01 0.76 6.19
H -3.84 0.13 2.58
H 0.68 -1.11 3.42
H 2.81 7.54 -4.60
H -11.55 4.53 3.15
H -11.82 6.00 2.19
H -7.98 5.59 3.42
H -4.84 -1.16 0.08
H 7.22 -2.58 3.36
H -5.13 1.82 -7.05
H 5.16 3.33 -1.10
H 6.74 2.64 0.50
H 2.89 0.71 -1.52
H 5.20 -1.35 4.14
H 1.40 -5.20 -0.43
H -7.02 2.71 -1.55
H 5.53 1.57 1.24
H -4.28 2.48 -3.49
H 5.23 -6.80 -2.66
H 2.85 -0.37 2.14
H -5.95 3.15 -6.21
H -8.33 4.01 2.73
H 0.13 -6.07 0.39
H -6.02 -1.79 6.49
H -10.35 6.35 0.65
H -5.46 -1.88 1.58
H -6.17 6.41 -2.95
H 1.26 -0.72 -2.17
H -3.02 -0.19 1.08
H -7.32 6.42 -1.59
H -8.62 3.42 -1.77
H 5.60 -8.23 -3.65
*
```

- LUMO energy (eV) = -3.55
- HOMO level (eV) = -10.37
- Kohn-Sham gap (Ha) = 0.250
- max |F| (eV/A) = 1.575
- energy (eV) = -110536.000

Mulliken population analysis, charges in e, atoms 1 to 99: -0.229 1.428 -0.588 -0.603 -0.637 -0.517 -0.055 -0.565 -0.361 -0.691 -0.717 -0.595 -0.632 0.171 0.225 0.789 0.156 0.699 0.138 0.137 1.314 0.296 0.102 0.113 -0.002 0.535 0.799 -0.503 -0.916 -1.317 -1.492 -1.027 0.163 -0.696 -1.006 0.128 -0.953 0.044 -0.910 -1.070 -0.925 -0.814 -1.985 -0.926 -0.710 -0.997 -0.938 0.098 -0.903 -0.895 -0.927 0.169 -1.068 -0.864 0.692 0.924 -0.845 0.025 -0.939 -0.357 0.671 -1.513 -1.429 0.018 0.097 -2.475 -0.586 -0.831 -1.557 0.346 0.347 0.380 0.371 0.648 0.295 0.421 0.260 0.288 0.536 0.368 0.314 -0.308 0.311 0.304 0.426 0.091 0.398 0.332 0.307 0.285 0.535 0.338 0.746 0.281 0.249 0.290 0.611 0.229 0.305



Record 3
Entry from OMol25: 2 unconnected molecules or ions with the total composition C5H8Cl2O2S (ωB97M-V/def2-TZVPD).

ORCA input file:
```
! RIJCOSX wB97M-V def2-TZVPD def2/J DEFGRID3
* xyz 0 1
Cl -0.38 2.46 0.64
Cl -3.37 1.04 -0.63
S -0.13 1.11 -2.07
O 0.42 -1.91 0.85
O 1.90 -0.42 1.73
C -0.60 1.07 -0.34
C 1.00 -0.85 1.04
C 0.72 -3.16 1.69
C -1.80 0.26 -0.12
C 0.84 2.62 -2.19
H 0.92 3.10 -3.16
H -1.97 0.13 0.96
H 1.83 2.27 -1.71
H 1.74 -3.54 1.58
H 0.01 -3.94 1.27
H 0.47 -3.07 2.79
H 0.21 3.47 -1.72
H -1.82 -0.64 -0.59
*
```

- LUMO energy (spin up / spin down) (eV) = -0.31 / -0.13
- HOMO level (spin up / spin down) (eV) = -8.05 / -7.48
- energy above the lowest of the compared OMol25 structures with the same formula, charge and spin (kcal per mole) = 60.2
- Kohn-Sham gap (spin up / spin down) (Ha) = 0.284 / 0.270
- max |F| (eV/A) = 6.161
- energy (eV) = -45285.499

Okay, here come the Mulliken numbers, in e, for every atom: -0.158 -0.214 -0.018 -0.226 -0.464 0.380 0.515 -0.624 -0.801 -0.867 0.387 0.335 0.262 0.299 0.230 0.292 0.252 0.419



> Among the records above, which one has the lowest max |F|?

C41H84F9N4O15PS3



> Which formula does entry 3 have?

C5H8Cl2O2S